This record from OMol25 describes an isolated ion of composition C6H12N3 and charge +1 in a non-equilibrium geometry. The level of theory is ωB97M-V with the def2-TZVPD basis set.

Cartesian coordinates (Å):
1 C 2.27 0.78 1.27
2 C 0.90 1.26 0.93
3 N 0.72 2.07 -0.03
4 N -0.32 2.59 -0.53
5 C -1.12 2.03 -1.33
6 N -0.87 0.63 -1.62
7 C -0.81 -0.30 -0.71
8 C -1.75 -0.30 0.43
9 C -0.04 -1.52 -0.99
10 H 2.60 0.03 0.56
11 H 2.28 0.35 2.27
12 H 2.98 1.60 1.22
13 H 0.10 1.02 1.62
14 H -1.86 2.56 -1.88
15 H -0.37 0.47 -2.50
16 H -2.18 0.68 0.64
17 H -1.32 -0.73 1.33
18 H -2.58 -0.95 0.14
19 H 0.24 -2.04 -0.08
20 H 0.85 -1.32 -1.58
21 H -0.66 -2.22 -1.57

Summary:
HOMO-LUMO gap in eV: 9.11
SMILES: C/C=N/N=C\[NH+]=C(C)C
Total charge: +1
DFT total energy in eV: -10878.1894
E_HOMO in eV: -13.7668


This record from OMol25 describes an isolated ion of composition C6H12N3O and charge +1 in a non-equilibrium geometry. The level of theory is ωB97M-V with the def2-TZVPD basis set.

Cartesian coordinates (Å):
1 C -0.42 3.46 -0.81
2 C -0.47 1.90 -0.86
3 C 0.60 1.26 -0.01
4 O 0.38 1.57 1.35
5 C 0.31 -0.52 -0.17
6 C -0.54 -1.33 -0.94
7 N -0.40 -2.53 -0.37
8 C 0.29 -2.58 0.76
9 N 0.46 -3.59 1.61
10 N 0.73 -1.31 0.96
11 H -0.36 3.71 0.27
12 H 0.45 3.73 -1.38
13 H -1.45 3.71 -1.22
14 H -0.25 1.74 -1.89
15 H -1.48 1.53 -0.78
16 H 1.67 1.38 -0.18
17 H -0.49 1.37 1.48
18 H -0.96 -1.08 -1.88
19 H -0.87 -3.40 -0.68
20 H 0.10 -4.41 1.14
21 H 1.36 -3.80 1.94
22 H 1.35 -0.82 1.66

Summary:
HOMO-LUMO gap in eV: 10.03
SMILES: CC[C@@H](O)c1c[nH]c(=[NH2+])[nH]1
Total charge: +1
DFT total energy in eV: -12926.7935
E_HOMO in eV: -13.0490


Question: Among the records above, which one has the lowest HOMO-LUMO gap?
Answer: C6H12N3